No. 1
{"formula": "C8H7Cl2NO", "method": "ωB97M-V/def2-TZVPD", "homo_energy_ha": [-0.2689, -0.2968], "spin_multiplicity": 1, "e_lumo_ev": [-0.975, -0.316], "max_force_ev_per_a": 3.68, "e_tot_ev": -36986.748, "symbols": ["C", "C", "C", "C", "C", "C", "C", "C", "N", "O", "Cl", "Cl", "H", "H", "H", "H", "H", "H", "H"], "xyz": [[-0.619, -0.191, 0.308], [0.288, -0.566, -0.838], [-1.258, -1.405, 0.638], [1.182, 0.201, -1.570], [1.951, 1.421, -1.514], [-0.787, 1.101, 0.751], [2.822, 1.773, -0.611], [-2.453, -1.666, 1.516], [0.101, -1.955, -1.003], [-0.834, -2.343, -0.152], [-1.966, 1.815, 1.709], [2.791, 1.264, 1.105], [1.451, -0.333, -2.456], [2.018, 2.028, -2.459], [-0.074, 1.875, 0.240], [3.541, 2.493, -0.835], [-2.465, -2.755, 1.492], [-2.251, -1.393, 2.529], [-3.436, -1.367, 1.155]], "atomic_forces_ev_per_a": [[0.25, -0.63, -0.58], [-1.09, -1.00, 2.61], [-1.37, 3.14, 0.76], [-0.74, -1.33, -0.57], [-0.92, 0.05, -1.46], [2.50, 1.72, -2.08], [-0.33, -0.08, 2.63], [1.12, -1.68, -0.87], [1.53, 2.24, -1.66], [-0.14, -1.42, -0.10], [-0.53, -0.21, 0.54], [0.20, 0.02, -1.46], [0.23, -0.37, -0.70], [0.07, -0.98, 0.76], [-1.53, -1.42, 1.21], [1.02, 1.20, 0.14], [-0.40, -0.29, 0.36], [-0.14, 0.51, 0.57], [0.28, 0.55, -0.09]], "lowdin_charge": [-0.203, -0.186, -0.276, -0.037, -0.213, -0.569, -0.498, -0.001, 0.096, 0.010, 0.669, 0.584, 0.106, 0.132, 0.092, 0.042, 0.083, 0.075, 0.091]}

=====

No. 2
{"formula": "C3H9N", "method": "ωB97M-V/def2-TZVPD", "homo_energy_ha": -0.3413, "spin_multiplicity": 1, "e_lumo_ev": 1.227, "max_force_ev_per_a": 2.87, "smiles": "CCCN", "e_tot_ev": -4746.841, "symbols": ["C", "C", "C", "N", "H", "H", "H", "H", "H", "H", "H", "H", "H"], "xyz": [[-0.948, 1.298, 0.197], [-0.808, -0.150, -0.239], [0.700, -0.570, -0.527], [1.382, -0.689, 0.733], [-0.569, 1.976, -0.575], [-2.002, 1.543, 0.366], [-0.403, 1.496, 1.125], [-1.249, -0.816, 0.511], [-1.365, -0.306, -1.169], [0.709, -1.523, -1.064], [1.175, 0.196, -1.147], [0.986, -1.464, 1.265], [2.393, -0.991, 0.523]], "atomic_forces_ev_per_a": [[-0.09, 0.13, 0.12], [1.18, -0.27, -0.81], [-2.06, 0.10, 0.18], [2.78, -0.69, 0.21], [-0.02, -0.06, 0.10], [0.14, 0.02, 0.00], [-0.02, -0.05, -0.14], [0.20, -0.05, -0.06], [-0.04, -0.01, 0.10], [-0.14, 0.09, -0.34], [-0.04, -0.07, 0.09], [0.05, 0.19, -0.11], [-1.94, 0.66, 0.67]], "lowdin_charge": [-0.135, -0.257, -0.317, -0.045, 0.069, 0.066, 0.067, 0.096, 0.095, 0.093, 0.105, 0.063, 0.101]}

=====

No. 3
{"formula": "C9H17NOSi", "method": "ωB97M-V/def2-TZVPD", "homo_energy_ha": [-0.2958, -0.2957], "spin_multiplicity": 1, "e_lumo_ev": [-0.168, -0.167], "max_force_ev_per_a": 4.27, "e_tot_ev": -21017.017, "symbols": ["C", "C", "C", "C", "C", "C", "C", "C", "C", "N", "O", "Si", "H", "H", "H", "H", "H", "H", "H", "H", "H", "H", "H", "H", "H", "H", "H", "H", "H"], "xyz": [[-1.277, 0.145, -2.641], [-0.539, -0.437, -1.695], [0.904, 1.860, 1.017], [1.899, 0.880, 0.568], [-0.295, 1.935, 0.116], [1.344, -0.503, 0.624], [-1.164, 0.731, 0.552], [-0.726, -0.469, -0.244], [2.147, -1.398, -0.260], [-2.548, 0.917, 0.268], [-3.367, 0.188, 0.877], [-1.508, -2.095, 0.632], [-1.359, -0.174, -3.739], [-1.944, 0.945, -2.486], [0.112, -1.248, -1.926], [0.531, 1.745, 2.038], [1.402, 2.810, 1.087], [2.492, 1.071, -0.279], [2.651, 0.814, 1.269], [-0.732, 2.922, 0.306], [0.079, 1.859, -0.950], [1.184, -0.898, 1.621], [-1.119, 0.514, 1.649], [3.177, -1.542, 0.247], [2.106, -1.110, -1.263], [1.715, -2.373, -0.247], [-0.859, -3.357, 0.287], [-2.947, -1.874, 0.487], [-1.357, -1.857, 2.085]], "atomic_forces_ev_per_a": [[0.23, -0.80, -2.07], [-1.15, -0.84, 0.07], [0.18, 1.99, 0.27], [-1.49, -1.66, 1.25], [0.07, 0.11, -0.03], [-1.98, -0.32, -2.50], [0.14, 0.35, 0.11], [2.90, -1.39, 2.82], [0.71, -1.33, 2.84], [-3.92, -0.83, 0.22], [2.83, 2.21, -1.15], [0.58, 2.16, -0.21], [0.99, 0.29, 1.73], [-0.81, 0.77, 0.82], [0.41, -0.56, -0.88], [0.34, -0.61, 0.12], [0.17, 0.81, -0.25], [-0.13, 0.58, -1.84], [1.98, 0.09, 2.14], [-0.51, -0.37, -0.33], [-0.91, 0.12, 1.09], [-0.30, 0.11, 0.09], [0.35, 0.16, -0.65], [-1.19, 0.48, -1.36], [0.73, 0.84, -1.50], [-0.28, -1.08, 0.04], [-0.04, -0.26, -0.35], [-0.23, -0.94, -0.50], [0.35, -0.09, 0.03]], "lowdin_charge": [0.019, -0.231, -0.233, -0.223, -0.136, -0.171, -0.421, -0.327, -0.113, 0.015, -0.076, 0.733, 0.086, 0.035, 0.075, 0.124, 0.110, 0.116, 0.098, 0.119, 0.133, 0.112, 0.136, 0.127, 0.050, 0.052, -0.082, -0.069, -0.058]}

=====

Energy relative to the best compared isomer or geometry (same formula, charge and spin) per entry: 72.5, 6.2, 174.9 kcal per mole